No. 1
Formula: C26H49BBr3Cl2F6KMgN5O16PS3
Source: the OMol25 dataset
Level of theory: ωB97M-V/def2-TZVPD

Output
**Gap between HOMO and LUMO**: 1.44 eV
**Electronic energy**: -383672.1158 eV
**HOMO level**: -7.338 eV
**F_max**: 9.18 eV/Å

XYZ file:
```
114
Properties=species:S:1:pos:R:3:forces:R:3:mulliken_charge:R:1
C 2.581 -4.007 -1.183 -1.3962 -0.1109 -0.7249 -0.836
S 2.590 -2.172 -0.774 2.5978 1.1259 1.9817 1.245
O 2.510 -2.035 0.722 -0.3045 -0.3119 -3.4398 -0.347
O 3.843 -1.521 -1.346 -3.3698 -1.8344 0.6250 -0.730
C 1.082 -1.487 -1.643 -3.3105 1.2903 -1.6400 0.082
C 1.288 -0.991 -3.108 -3.8002 0.3562 1.3747 -0.956
C 0.046 -0.442 -3.854 1.7245 -0.8434 0.5860 0.384
N 0.275 0.046 -5.236 -0.4398 -2.1482 2.8773 -0.331
C -1.409 -0.386 -3.225 2.1069 -0.4404 0.1448 0.282
N -2.455 0.114 -4.070 -1.7580 -1.8849 5.4161 -0.493
C -3.684 0.060 -3.354 1.3990 -0.3107 0.4290 -0.585
C -3.882 -0.412 -1.888 2.0261 -0.6982 -0.2596 0.297
C -5.344 -0.367 -1.205 1.1019 1.0001 -0.8535 -0.421
C -6.523 -0.861 -2.171 -0.8048 -0.2890 0.8238 -0.609
C -6.910 -2.417 -2.009 -0.7118 0.5981 -0.1167 -0.657
C -7.096 -2.915 -0.473 0.0835 -1.8885 -0.6487 -0.736
N -5.998 -3.885 -0.104 -1.0144 0.0551 -0.4072 -0.518
N -2.820 -0.900 -1.079 -0.5718 1.7163 -4.6797 -0.163
C -1.565 -0.889 -1.773 0.8799 -0.1659 -0.1003 0.638
C -0.309 -1.434 -0.986 1.7776 0.3283 -1.2070 -0.389
O -0.464 -1.896 0.370 0.2343 1.8219 -2.2883 -0.418
H 3.048 -4.169 -2.210 -0.3940 0.3985 1.5006 0.373
H 3.027 -4.640 -0.348 -0.5349 1.2603 -0.9771 0.185
H 1.458 -4.267 -1.288 1.8116 0.3642 0.4206 0.323
H 2.330 -1.034 -3.596 -1.9747 0.1561 0.8638 0.255
H -0.460 -0.333 -5.852 0.5254 0.6412 0.2451 0.259
H 1.199 -0.319 -5.546 -1.0370 0.6826 -0.0173 0.283
H -4.626 0.402 -3.924 1.8230 -0.4714 0.9170 0.275
H -5.533 0.753 -0.976 0.2372 -1.7914 -0.3018 0.350
H -5.286 -0.904 -0.200 -0.0642 0.5540 -1.4661 0.242
H -6.327 -0.678 -3.279 -0.1772 -0.0931 1.6112 0.311
H -7.469 -0.263 -1.868 1.4839 -0.8425 -0.6120 0.296
H -7.957 -2.538 -2.532 2.2000 0.3827 0.3257 0.159
H -6.186 -3.065 -2.628 -1.0671 0.7943 1.3133 0.304
H -8.085 -3.556 -0.445 5.9614 1.3653 2.0084 0.499
H -7.227 -2.073 0.292 0.4338 -0.9996 -1.1262 0.400
H -6.417 -4.666 0.430 0.5736 0.7620 -0.1796 0.246
H -5.638 -4.327 -0.967 -0.1621 0.5109 0.6830 0.248
H -0.154 -1.165 0.967 -0.1978 -1.0564 -0.6905 0.212
N 2.121 2.045 -9.587 -0.4844 -0.4088 0.3905 -0.371
S 2.548 0.924 -10.610 1.8202 -1.9724 -2.9510 1.144
O 1.538 0.451 -11.529 0.2068 0.5123 1.2090 -0.596
O 3.513 -0.053 -10.160 -0.9745 0.7935 0.4385 -0.603
F 3.453 1.805 -11.591 -0.2663 0.5457 0.5899 -0.277
S 1.131 1.495 -8.499 -2.0023 0.2848 2.4411 1.164
O 0.463 2.535 -7.747 1.2370 -0.2767 -0.9874 -0.645
O 1.551 0.357 -7.707 0.3573 0.5190 -1.0348 -0.575
F -0.081 0.900 -9.346 0.1394 -0.1046 -0.1664 -0.275
C -2.207 1.971 0.973 -0.0064 -0.0875 -0.0997 -0.450
C -3.121 2.322 2.136 0.1180 -0.1167 0.0085 -0.552
O -3.566 1.191 2.871 -0.3184 0.0485 -0.0980 -0.492
C -2.553 0.394 3.477 0.1853 -0.0091 0.1479 0.211
C -1.700 1.155 4.478 0.0342 0.1896 0.0210 -0.742
H -2.710 1.282 0.286 0.0693 0.1079 0.1109 -0.108
H -1.926 2.873 0.423 -0.0297 -0.0540 0.0462 0.481
H -1.290 1.484 1.308 0.0239 0.0872 0.0002 0.137
H -4.017 2.811 1.744 -0.0692 -0.1474 0.1357 0.389
H -2.644 3.045 2.806 0.0867 -0.0027 -0.0144 0.314
H -1.933 -0.077 2.707 0.0312 0.0122 0.0119 -0.120
H -3.066 -0.419 3.998 -0.0869 0.1404 -0.1631 0.341
H -1.155 1.978 4.010 0.0420 -0.0557 -0.0219 0.257
H -0.968 0.488 4.936 -0.1465 0.0182 -0.0535 0.103
H -2.325 1.584 5.266 0.0255 -0.0668 -0.0453 0.277
C 5.571 -2.764 2.944 0.0696 1.1452 -0.0187 0.142
Br 6.551 -2.887 1.270 -0.1282 -0.5511 0.2749 -0.038
Br 5.289 -4.516 3.746 -0.5349 0.0999 0.5094 0.074
Br 6.406 -1.535 4.184 -0.1965 -0.6340 -0.3944 0.060
H 4.584 -2.358 2.707 -0.0594 -0.3956 -0.0402 0.081
K -9.509 -3.381 -1.192 -5.6158 0.0746 -2.2969 1.019
B 1.310 -4.576 2.682 -1.2690 0.1430 0.2583 0.449
F 2.610 -4.961 2.201 0.0815 0.0491 0.0622 -0.282
F 1.008 -5.312 3.871 0.5083 0.4957 -0.9184 -0.380
F 1.315 -3.174 2.972 0.2228 -0.8824 -0.0632 -0.234
F 0.328 -4.857 1.680 0.9921 0.1488 0.6491 -0.403
Mg 6.679 -5.901 2.207 -0.1011 0.4977 -0.4271 0.898
O -9.693 -4.572 -5.359 -0.0486 0.1282 0.2850 -0.598
H -9.678 -3.649 -5.647 0.0470 -0.2416 -0.1253 0.304
H -10.006 -5.053 -6.136 -0.0234 0.0811 0.1351 0.297
C -9.275 -3.483 -8.792 0.1721 -0.1017 -0.2867 -0.284
Cl -10.957 -3.746 -8.313 -0.0893 -0.0655 -0.1199 -0.162
Cl -8.416 -2.511 -7.592 0.1217 0.1118 -0.1007 -0.126
H -8.779 -4.448 -8.887 -0.0950 0.1490 0.1284 0.269
H -9.257 -2.963 -9.748 -0.0638 0.0186 0.2284 0.308
O 3.884 4.534 3.698 -2.2126 0.4131 3.9461 -0.694
P 4.892 4.489 4.853 7.1396 -1.1520 -5.6606 1.131
O 5.852 5.717 4.290 -0.6913 0.2557 0.5557 -0.268
C 5.352 7.045 4.361 0.0735 0.4166 -0.0556 -0.349
C 5.397 7.571 5.783 -0.0170 0.0294 0.1309 -0.947
O 5.721 3.194 4.226 -0.5000 -0.0842 1.0060 -0.372
C 4.995 2.082 3.709 -0.0844 -0.0717 -0.6323 0.032
C 5.122 2.057 2.197 0.0654 -0.0303 -0.1139 -1.119
O 5.905 4.401 6.232 -3.7363 0.7537 0.7023 -0.410
C 7.207 3.829 6.265 0.7501 -0.6568 0.4070 -0.084
C 8.263 4.661 5.568 -0.1713 0.1219 -0.5369 -0.926
H 4.336 7.091 3.959 0.0243 -0.0427 -0.0383 0.285
H 5.987 7.663 3.721 0.0045 -0.1904 -0.0194 0.302
H 4.725 7.000 6.430 -0.0153 0.0665 0.0144 0.291
H 5.099 8.622 5.816 -0.0183 -0.0780 -0.0059 0.400
H 6.402 7.477 6.201 -0.0709 0.0252 -0.0702 0.179
H 3.947 2.111 4.017 0.1098 0.0345 -0.0958 0.422
H 5.432 1.172 4.129 0.0263 0.1340 0.1130 -0.183
H 4.791 2.998 1.752 -0.1181 -0.0938 0.1544 0.324
H 4.532 1.242 1.767 0.0238 0.0192 0.0069 0.352
H 6.168 1.923 1.906 -0.0616 -0.0563 0.0591 0.279
H 7.204 2.797 5.907 -0.1223 0.1945 -0.1606 0.168
H 7.474 3.768 7.326 -0.3431 0.1701 0.0224 0.344
H 8.137 4.634 4.483 -0.0092 0.0365 0.0958 0.253
H 9.262 4.276 5.794 -0.1193 -0.0718 0.1418 0.407
H 8.211 5.706 5.883 0.0194 -0.1189 0.0367 0.180
C 0.657 -1.639 6.122 -1.3369 -0.3117 0.0749 0.860
O 1.862 -1.504 5.780 0.5642 0.1710 1.3021 -0.507
O -0.151 -1.794 5.056 0.7671 0.3237 0.0606 -0.400
O 0.136 -1.648 7.251 1.0895 0.1586 -0.2138 -0.579
H 0.607 -1.730 4.433 -0.9029 -0.5768 -1.2925 0.269
```
Positions in Å, forces in eV/Å.

---

No. 2
Formula: C25H42As2GeMnN2OS
Source: the OMol25 dataset
Level of theory: ωB97M-V/def2-TZVPD

Output
**Gap between HOMO and LUMO (spin up / spin down)**: 7.55 / 5.49 eV
**Total charge**: +1
**Electronic energy**: -251974.4933 eV
**2S+1**: 5
**HOMO level (spin up / spin down)**: -9.337 / -7.315 eV
**F_max**: 2.08 eV/Å
**Relative energy (zero: lowest compared OMol25 entry of this formula, charge and spin)**: 0.0 kcal per mole

XYZ file:
```
75
Properties=species:S:1:pos:R:3:forces:R:3:mulliken_spin:R:1
Mn -0.036 0.202 0.114 -1.2421 0.6282 -0.2498 3.997
C -5.138 0.888 0.157 0.1332 -0.1059 0.1079 -0.002
As -3.310 0.191 0.012 0.4468 0.1958 0.0434 -0.092
C -3.015 0.168 -1.903 0.1851 0.0297 -0.0935 0.053
C -3.417 -1.662 0.608 -0.0766 0.1204 0.0855 0.043
C -4.662 -2.078 1.073 -0.2279 0.2254 -0.0725 -0.004
C -4.866 -3.354 1.568 0.0419 -0.0433 0.0317 0.000
C -3.797 -4.227 1.645 -0.0781 0.0173 -0.0903 0.000
C -2.560 -3.828 1.167 0.2782 0.0263 -0.0532 0.010
C -2.344 -2.562 0.628 0.0902 0.1147 0.1622 -0.010
As -0.582 -2.086 -0.102 -0.1342 -1.1390 -0.3029 -0.062
C -0.841 -2.916 -1.880 0.1004 0.0683 0.0760 0.006
C 0.566 -3.508 0.636 -0.0267 -0.0810 0.0587 -0.045
H -5.827 0.289 -0.441 0.0675 0.0494 0.0377 0.000
H -5.124 1.909 -0.227 0.0419 -0.0717 -0.0055 -0.001
H -5.473 0.919 1.198 0.1269 -0.0561 -0.1549 0.000
H -3.509 -0.691 -2.364 0.0711 0.0997 0.1410 0.002
H -1.930 0.121 -2.065 -0.2945 -0.0368 -0.0062 -0.021
H -3.398 1.083 -2.357 -0.0137 -0.0073 0.1086 0.000
H -5.502 -1.394 1.054 0.0291 -0.0665 0.0037 0.000
H -5.853 -3.655 1.891 -0.0073 0.0107 0.0864 0.000
H -3.921 -5.216 2.061 -0.0131 -0.0544 -0.0058 0.000
H -1.732 -4.522 1.219 0.0183 -0.0567 -0.0062 0.000
H -1.180 -3.950 -1.775 0.0512 0.1443 0.0692 -0.001
H 0.124 -2.905 -2.390 -0.0743 -0.0160 -0.0308 0.000
H -1.566 -2.359 -2.475 0.0955 0.0035 0.0946 0.003
H 0.360 -4.490 0.209 -0.0688 0.0083 0.0274 -0.005
H 0.462 -3.547 1.721 -0.0457 0.0246 -0.0035 -0.003
H 1.605 -3.249 0.419 -0.1058 0.1091 -0.0910 0.011
C 3.183 3.655 1.014 0.0547 0.4523 -0.2712 -0.010
N 3.035 2.510 1.888 0.1417 0.1932 0.0142 0.014
C 3.691 2.585 3.176 0.2173 -0.0452 0.4550 -0.006
C 2.093 1.647 1.654 -0.4444 -0.7958 -0.0515 -0.071
N 1.305 0.830 1.383 0.7771 0.6313 0.4558 0.050
H 4.241 3.795 0.788 -0.0228 0.0244 -0.0278 0.001
H 2.799 4.561 1.492 -0.0048 -0.0295 -0.0300 0.001
H 2.638 3.480 0.088 0.0565 0.0372 0.0635 0.001
H 4.766 2.710 3.031 -0.0538 -0.0272 0.0092 0.001
H 3.507 1.669 3.733 0.0375 0.0210 0.0022 0.001
H 3.315 3.435 3.752 -0.0061 -0.0346 -0.0149 0.000
C -2.871 3.836 -0.978 0.1683 -0.3431 0.5541 0.003
Ge -2.288 3.160 0.804 0.1319 -0.0538 0.1626 0.004
C -0.612 4.100 1.321 -0.4102 -0.2800 -0.1486 0.005
C -3.648 3.612 2.196 0.3953 -0.1526 -0.4477 0.006
C -1.920 1.191 0.844 -0.6611 0.1150 -0.0767 0.068
H -3.133 4.887 -0.906 -0.0291 0.1573 0.0741 0.000
H -3.743 3.301 -1.344 -0.0960 -0.0322 -0.0660 0.000
H -2.073 3.734 -1.706 0.1381 -0.0622 -0.1158 -0.001
H -0.826 5.118 1.631 -0.0858 0.1418 0.0217 -0.001
H 0.091 4.140 0.495 0.0891 -0.0567 -0.1731 0.000
H -0.143 3.583 2.153 0.0550 -0.1083 0.1374 -0.002
H -3.379 4.552 2.667 0.0210 0.1546 0.0731 0.000
H -3.673 2.842 2.963 0.0271 -0.0831 0.0705 0.000
H -4.647 3.719 1.784 -0.1374 -0.0123 -0.1090 0.000
H -1.971 0.930 1.923 0.0234 0.0094 -0.4494 0.006
C 5.646 -3.982 -1.286 0.0205 -0.0968 0.0075 0.000
C 4.657 -2.864 -1.263 -0.0800 0.1040 0.1658 0.000
C 4.701 -1.896 -0.267 0.0624 -0.1306 -0.1277 0.007
C 3.883 -0.784 -0.327 -0.0777 0.1914 -0.0662 -0.022
C 2.993 -0.642 -1.379 0.0742 0.5147 0.3081 0.036
C 2.849 -1.657 -2.314 -0.0817 0.1160 -0.2003 -0.020
C 3.686 -2.756 -2.256 -0.1158 0.1338 0.0049 0.003
S 2.208 0.978 -1.572 1.5955 -0.6865 -1.1440 0.015
C 3.019 1.344 -3.186 -0.4611 0.1401 0.6252 0.005
O 0.765 0.732 -1.891 -0.8394 0.0154 0.1385 0.029
H 6.292 -3.949 -0.413 0.0398 -0.0695 0.0347 0.000
H 6.271 -3.902 -2.175 0.0391 -0.0696 -0.0209 0.000
H 5.139 -4.944 -1.317 0.0388 -0.1180 -0.0080 0.000
H 5.411 -2.002 0.539 0.0953 0.0302 0.1085 0.000
H 3.952 -0.015 0.426 0.0331 0.1349 0.1168 0.000
H 2.113 -1.565 -3.102 -0.0057 -0.0052 -0.0763 -0.001
H 3.616 -3.521 -3.014 -0.0499 -0.0991 -0.0810 0.000
H 2.847 0.539 -3.891 -0.1048 -0.1393 0.0270 0.000
H 4.082 1.458 -2.994 0.1166 -0.0043 0.0556 0.000
H 2.603 2.273 -3.566 -0.0494 0.0765 0.0529 0.000
```
Positions in Å, forces in eV/Å.